Record 1
Molecular formula: C5H7N
Method: DFT, ωB97M-V/def2-TZVPD

Last column: Löwdin charge in e.
Positions of all 13 atoms, in Å:
C1 2.044 -0.090 0.145  -0.0916
C2 0.550 0.061 0.118  -0.3556
C3 -0.307 -0.838 -0.531  -0.0521
N1 -1.579 -0.474 -0.414  0.0176
C4 -1.584 0.770 0.364  -0.2460
C5 -0.182 1.078 0.752  0.0125
H1 2.478 0.583 0.883  0.0684
H2 2.360 -1.103 0.406  0.0673
H3 2.508 0.151 -0.814  0.0685
H4 -0.052 -1.741 -1.085  0.1335
H5 -2.369 -0.959 -0.811  0.1406
H6 -2.316 0.720 1.172  0.1160
H7 -1.836 1.628 -0.269  0.1208

## Properties
LUMO energy = 0.61 eV
relative energy (zero: lowest compared OMol25 entry of this formula, charge and spin) = 2.8536 eV
HOMO level = -7.73 eV
maximum force = 0.5 eV/A



Record 2
Molecular formula: C5H7N2
Method: DFT, ωB97M-V/def2-TZVPD

Last column: Löwdin charge in e.
Positions of all 14 atoms, in Å:
C1 -0.642 0.079 -1.085  0.1543
C2 0.596 -1.227 0.714  -0.0048
C3 -0.612 -2.129 -0.169  -0.0516
C4 0.480 0.909 -0.428  -0.3149
C5 -0.102 2.185 0.143  -0.0361
N1 0.976 -0.092 0.454  0.1084
N2 -0.911 -1.076 -1.013  0.1211
H1 1.134 -1.705 1.550  0.1462
H2 -0.045 -3.104 -0.553  0.1713
H3 -1.574 -2.479 0.460  0.1789
H4 1.378 1.078 -1.131  0.1975
H5 0.516 3.096 -0.090  0.1064
H6 -0.024 1.985 1.251  0.1079
H7 -1.169 2.480 -0.102  0.1152

## Properties
LUMO energy (alpha / beta) = -5.83 / -5.83 eV
relative energy (zero: lowest compared OMol25 entry of this formula, charge and spin) = 5.1548 eV
HOMO level (alpha / beta) = -15.52 / -15.52 eV
charge = +1
maximum force = 3.4 eV/A



Copy entry 1 word for word.
Molecular formula: C5H7N
Method: DFT, ωB97M-V/def2-TZVPD

Last column: Löwdin charge in e.
Positions of all 13 atoms, in Å:
C1 2.044 -0.090 0.145  -0.0916
C2 0.550 0.061 0.118  -0.3556
C3 -0.307 -0.838 -0.531  -0.0521
N1 -1.579 -0.474 -0.414  0.0176
C4 -1.584 0.770 0.364  -0.2460
C5 -0.182 1.078 0.752  0.0125
H1 2.478 0.583 0.883  0.0684
H2 2.360 -1.103 0.406  0.0673
H3 2.508 0.151 -0.814  0.0685
H4 -0.052 -1.741 -1.085  0.1335
H5 -2.369 -0.959 -0.811  0.1406
H6 -2.316 0.720 1.172  0.1160
H7 -1.836 1.628 -0.269  0.1208

## Properties
LUMO energy = 0.61 eV
relative energy (zero: lowest compared OMol25 entry of this formula, charge and spin) = 2.8536 eV
HOMO level = -7.73 eV
maximum force = 0.5 eV/A